This record from the Open Molecules 2025 dataset describes C6H20ClI2OP2Tc as an isolated structure. The level of theory is ωB97M-V/def2-TZVPD.

The total charge is +3. The multiplicity is 4. As for the HOMO energy (alpha / beta): -20.42 / -20.48 eV. The calculation puts the largest force on an atom at 5.656 eV Å⁻¹. As for the total energy: -2133.77358 a.u. Its energy relative to the best compared isomer or geometry (same formula, charge and spin) is 0.000 eV.

Structure (XYZ):
```
33
Properties=species:S:1:pos:R:3:mulliken_spin:R:1
I 0.014 2.707 0.626 0.7030
I 0.027 -2.681 0.804 0.6986
Tc 0.039 -0.017 -0.192 1.0087
P -2.230 -0.014 -0.217 0.1337
C -3.165 0.051 1.370 0.0039
C -2.986 1.368 -1.154 0.0327
H -4.057 1.158 -1.313 0.0063
H -4.063 -1.266 -1.210 0.0067
H -2.488 1.462 -2.127 -0.0037
H -2.497 -1.634 -2.005 -0.0039
H -2.890 0.979 1.897 -0.0005
H -2.866 2.300 -0.591 0.0095
C -2.992 -1.463 -1.040 0.0330
H -4.248 0.045 1.151 0.0086
H -2.869 -2.349 -0.407 0.0099
H -2.895 -0.835 1.968 -0.0004
P 2.277 0.000 -0.210 0.1206
C 3.124 0.073 1.422 0.0077
C 3.048 -1.450 -1.012 0.0356
H 2.528 1.485 -2.103 -0.0031
H 4.095 1.146 -1.275 0.0065
H 2.908 2.316 -0.551 0.0099
C 3.027 1.388 -1.131 0.0354
H 2.563 -1.622 -1.981 -0.0034
H 4.117 -1.212 -1.159 0.0069
H 4.208 0.071 1.226 0.0088
H 2.831 -0.806 2.005 -0.0013
H 2.925 -2.330 -0.366 0.0104
H 2.820 0.996 1.930 -0.0015
Cl 0.021 -0.101 -2.416 0.1159
O 0.037 0.062 2.347 -0.0003
H -0.182 0.876 2.833 0.0030
H -0.182 -0.703 2.883 0.0031
```



This record from the Open Molecules 2025 dataset describes C42H50ClN6O2PPdSSi as an isolated structure. The level of theory is ωB97M-V/def2-TZVPD.

The total charge is +2. The multiplicity is 5. As for the HOMO energy (alpha / beta): -12.39 / -12.30 eV. The calculation puts the largest force on an atom at 2.560 eV Å⁻¹. As for the total energy: -3726.00013 a.u. Its energy relative to the best compared isomer or geometry (same formula, charge and spin) is 3.803 eV.

Structure (XYZ):
```
105
Properties=species:S:1:pos:R:3:mulliken_spin:R:1
Pd -0.779 0.444 -0.503 0.8281
S -4.902 6.937 -0.221 0.0004
N -3.504 6.526 0.458 0.0003
C -3.153 5.316 0.042 0.0003
C -1.991 4.577 0.437 0.0011
C -1.032 5.049 1.341 -0.0038
C 0.025 4.230 1.677 0.0006
C 0.134 2.974 1.080 0.0006
N -0.757 2.527 0.213 0.0686
C -1.819 3.285 -0.107 -0.0112
C -2.794 2.722 -1.020 0.0035
N -2.588 1.468 -1.456 0.0560
C -3.445 0.911 -2.288 -0.0021
C -4.593 1.569 -2.735 0.0002
C -4.853 2.846 -2.281 -0.0021
C -3.938 3.453 -1.412 0.0019
C -4.112 4.763 -0.859 0.0011
N -5.126 5.591 -1.073 0.0001
H -1.156 6.035 1.762 -0.0003
H 0.759 4.545 2.399 0.0002
H 0.949 2.299 1.319 0.0059
H -3.196 -0.092 -2.614 0.0034
H -5.265 1.076 -3.417 -0.0001
H -5.735 3.398 -2.571 -0.0001
C 0.287 1.636 -6.049 -0.0005
N -0.108 0.686 -5.033 0.0164
C -1.293 -0.074 -5.363 0.0080
C 0.401 0.615 -3.782 0.0042
O -0.250 0.079 -2.857 0.1005
N 1.646 1.113 -3.554 0.0072
C 2.728 1.044 -4.512 0.0014
C 2.081 1.382 -2.200 0.0055
H -0.609 2.122 -6.438 0.0001
H 0.791 1.152 -6.888 0.0006
H 0.929 2.404 -5.633 0.0002
H -1.084 -0.726 -6.215 0.0009
H -2.119 0.586 -5.636 0.0000
H -1.578 -0.671 -4.501 0.0040
H 2.424 0.501 -5.399 -0.0006
H 3.565 0.505 -4.062 0.0010
H 3.081 2.039 -4.790 0.0006
H 1.213 1.419 -1.517 -0.0061
H 2.594 2.345 -2.178 -0.0001
H 2.785 0.621 -1.848 0.0028
Cl -0.776 -1.938 -0.595 0.1545
C 0.895 -1.956 -0.402 0.7199
H 1.431 -1.085 -0.744 0.0837
H 1.315 -2.633 0.316 0.0525
C 1.230 -2.992 -5.030 0.0777
P 0.248 -2.724 -3.486 0.4247
C -1.365 -3.473 -3.972 0.0528
C 1.000 -3.968 -2.381 0.1755
C 0.249 -4.954 -1.748 0.0782
C 0.851 -5.806 -0.841 -0.0059
C 2.196 -5.671 -0.540 0.0551
C 2.955 -4.700 -1.174 -0.0142
C 2.356 -3.845 -2.078 -0.0169
H 2.282 -2.794 -4.838 -0.0023
H 0.886 -2.320 -5.812 -0.0077
H 1.118 -4.020 -5.370 0.0197
H -1.214 -4.500 -4.298 0.0199
H -1.788 -2.902 -4.795 -0.0084
H -2.062 -3.451 -3.137 -0.0075
H -0.798 -5.075 -1.968 -0.0023
H 0.264 -6.579 -0.368 0.0004
H 2.652 -6.337 0.173 0.0009
H 4.009 -4.607 -0.966 -0.0004
H 2.944 -3.080 -2.562 -0.0008
C 0.262 -3.176 3.311 0.0220
C -0.324 -2.041 4.108 0.3012
C -1.823 -1.966 3.970 0.0390
C 0.137 -2.060 5.541 0.0366
Si 0.362 -0.285 3.147 0.1311
O -0.235 -0.161 1.722 0.2337
C 2.254 -0.093 3.147 0.0369
C 3.197 -1.061 2.824 -0.0066
C 4.550 -0.759 2.797 0.0038
C 4.986 0.529 3.057 -0.0019
C 4.059 1.510 3.372 0.0027
C 2.713 1.197 3.416 -0.0003
C -0.385 0.848 4.496 0.1369
C 0.293 1.087 5.684 0.0037
C -0.269 1.885 6.666 0.0038
C -1.523 2.441 6.471 0.0124
C -2.203 2.215 5.285 0.0030
C -1.635 1.418 4.304 -0.0054
H 0.060 -3.075 2.249 0.0104
H 1.329 -3.271 3.476 0.0040
H -0.199 -4.106 3.647 0.0291
H -2.243 -2.925 4.280 0.0277
H -2.126 -1.787 2.940 0.0043
H -2.250 -1.197 4.608 -0.0012
H -0.158 -3.013 5.990 0.0204
H -0.328 -1.275 6.132 0.0036
H 1.220 -1.984 5.626 0.0021
H 2.881 -2.065 2.579 -0.0013
H 5.270 -1.537 2.583 0.0001
H 6.040 0.766 3.025 0.0001
H 4.382 2.515 3.603 0.0006
H 1.992 1.963 3.663 0.0009
H 1.269 0.657 5.850 0.0017
H 0.269 2.056 7.586 0.0006
H -1.965 3.051 7.242 0.0009
H -3.182 2.644 5.128 0.0006
H -2.167 1.235 3.383 -0.0049
```



This record from the Open Molecules 2025 dataset describes an isolated ion of composition C6H10N and charge +1. The level of theory is ωB97M-V/def2-TZVPD.

The total charge is +1. As for the HOMO energy: -13.61 eV. The calculation puts the largest force on an atom at 3.930 eV Å⁻¹. As for the structure (SMILES): C[N+]1(C)C=C2C[C@H]21. As for the total energy: -288.90248 a.u. Its energy relative to the best compared isomer or geometry (same formula, charge and spin) is 4.911 eV.

Structure (XYZ):
```
17
Properties=species:S:1:pos:R:3:nbo_charge:R:1
C 1.438 -0.960 -0.600 -0.4338
N 0.441 -0.097 0.055 -0.2268
C 0.991 1.225 0.524 -0.4224
C -0.436 -0.761 1.080 -0.0157
C -1.609 -0.648 0.492 0.0226
C -2.151 0.442 -0.292 -0.4285
C -0.866 0.021 -0.807 -0.0438
H 1.987 -0.647 -1.572 0.2742
H 2.064 -1.205 0.345 0.2389
H 0.932 -1.894 -0.815 0.2370
H 1.941 1.136 1.013 0.2391
H 1.219 1.803 -0.343 0.2385
H 0.360 1.765 1.252 0.2475
H -0.085 -1.332 1.893 0.2488
H -3.087 0.314 -0.962 0.3117
H -2.299 1.370 0.380 0.2878
H -0.838 -0.532 -1.643 0.2249
```



This record from the Open Molecules 2025 dataset describes a single C6H7N3 molecule. The level of theory is ωB97M-V/def2-TZVPD.

The total charge is 0. As for the HOMO energy: -9.97 eV. The calculation puts the largest force on an atom at 3.106 eV Å⁻¹. As for the structure (SMILES): CC1=C[C@@](C)(C#N)N=N1. As for the total energy: -397.00915 a.u. Its energy relative to the best compared isomer or geometry (same formula, charge and spin) is 2.262 eV.

Structure (XYZ):
```
16
Properties=species:S:1:pos:R:3:nbo_charge:R:1
C 1.049 -1.412 1.972 -0.6698
C 0.440 -0.583 0.971 0.0891
C -0.064 -0.743 -0.252 -0.1835
C -0.637 0.596 -0.651 -0.1071
C 0.056 1.301 -1.838 -0.5837
C -2.090 0.538 -0.859 0.2898
N -3.215 0.486 -1.098 -0.2930
N -0.378 1.412 0.560 -0.0834
N 0.187 0.743 1.409 -0.1277
H 1.452 -0.785 2.720 0.2440
H 1.804 -2.040 1.548 0.2338
H 0.496 -2.291 2.408 0.2453
H 0.053 -1.675 -0.827 0.2426
H -0.430 1.175 -2.790 0.2392
H 1.174 0.951 -1.753 0.2235
H 0.102 2.328 -1.518 0.2410
```



This record from the Open Molecules 2025 dataset describes an isolated ion of composition C3H10N and charge +1. The level of theory is ωB97M-V/def2-TZVPD.

The total charge is +1. As for the HOMO energy: -17.33 eV. The calculation puts the largest force on an atom at 3.080 eV Å⁻¹. As for the structure (SMILES): CC[NH2+]C. As for the total energy: -174.77798 a.u. Its energy relative to the best compared isomer or geometry (same formula, charge and spin) is 0.914 eV.

Structure (XYZ):
```
14
Properties=species:S:1:pos:R:3:nbo_charge:R:1
C -0.017 1.316 1.399 -0.6466
C -0.712 0.368 0.397 -0.2016
N 0.415 -0.555 -0.176 -0.5076
C 0.214 -1.060 -1.569 -0.4352
H 0.992 1.521 1.041 0.2152
H -0.525 2.289 1.396 0.2563
H -0.020 1.044 2.451 0.2467
H -1.342 -0.380 0.858 0.2378
H -0.994 1.027 -0.413 0.2415
H 0.354 -1.441 0.335 0.4296
H 1.383 -0.320 0.042 0.4387
H -0.481 -1.892 -1.503 0.2321
H 1.153 -1.490 -1.926 0.2430
H -0.138 -0.369 -2.333 0.2500
```



This record from the Open Molecules 2025 dataset describes a 2-piece molecular cluster, C3H4F2O overall. The level of theory is ωB97M-V/def2-TZVPD.

The total charge is 0. As for the HOMO energy (alpha / beta): -8.37 / -8.35 eV. The calculation puts the largest force on an atom at 1.405 eV Å⁻¹. As for the total energy: -391.54167 a.u. Its energy relative to the best compared isomer or geometry (same formula, charge and spin) is 3.568 eV.

Structure (XYZ):
```
10
Properties=species:S:1:pos:R:3:nbo_charge:R:1
C -1.081 2.174 0.911 0.3302
C 1.155 -0.910 -0.600 -0.7443
C -0.237 -0.955 -0.097 0.7177
O -1.528 2.247 1.997 -0.4542
F -0.530 -1.855 0.856 -0.3357
F -1.226 -0.949 -1.010 -0.3416
H -1.070 2.938 0.124 0.1246
H 1.462 -1.874 -1.024 0.2241
H 1.829 -0.667 0.218 0.2408
H 1.226 -0.151 -1.375 0.2386
```